A single C3H5NO3 molecule. Source: the OMol25 dataset; level of theory: wB97M-V/def2-TZVPD.

Results
Largest force on an atom ... 0.5 eV/Å
E_HOMO ... -9.79 eV
LUMO energy ... 0.51 eV
DFT total energy ... -10821.214 eV
SMILES ... C[N+]([O-])(C=O)C=O
2S+1 ... 1
Kohn-Sham gap ... 10.30 eV

Positions of all 12 atoms, in Å:
C  -0.114  -0.743  -1.139
N  -0.143  -0.089  0.207
C  -0.754  1.300  0.220
C  1.162  -0.144  0.939
O  -0.957  -0.726  1.141
O  -1.265  1.776  -0.737
O  1.731  0.827  1.323
H  -0.732  1.685  1.240
H  1.411  -1.194  1.130
H  -0.498  -0.046  -1.880
H  -0.750  -1.619  -1.062
H  0.909  -1.028  -1.383

Atom charges from the Mulliken analysis, given in e for atoms 1 to 6:
1. C -0.81
2. N 0.58
3. C 0.09
4. C 0.02
5. O -0.73
6. O -0.42

5 unconnected molecules or ions with the total composition C2H12O5. Source: the OMol25 dataset; level of theory: wB97M-V/def2-TZVPD.

Results
Largest force on an atom ... 5.7 eV/Å
E_HOMO ... -9.50 eV
LUMO energy ... 0.42 eV
DFT total energy ... -12503.637 eV
SMILES ... C=CO.O.O.O.O
2S+1 ... 1
Kohn-Sham gap ... 9.92 eV

Positions of all 19 atoms, in Å:
C  0.586  -0.595  2.256
C  1.153  0.518  1.750
O  2.202  0.613  0.917
H  0.029  -0.482  3.155
H  0.627  -1.618  1.912
H  1.191  1.550  2.231
H  2.786  -0.292  0.795
H  -2.617  -0.953  0.052
H  -2.198  -1.120  1.615
O  -2.847  -1.031  0.910
H  0.720  0.661  -2.493
H  1.733  1.277  -1.447
O  1.422  0.466  -1.855
H  -0.695  -0.588  -3.007
H  -0.583  -1.764  -2.402
O  -1.210  -1.118  -2.436
H  -0.217  0.937  -0.668
H  -1.269  1.918  -0.287
O  -0.812  1.622  -0.997

Atom charges from the Mulliken analysis, given in e for atoms 1 to 6:
1. C -0.90
2. C 0.17
3. O -0.47
4. H 0.28
5. H 0.32
6. H 0.28

11 unconnected molecules or ions with the total composition C4H27NO13. Source: the OMol25 dataset; level of theory: wB97M-V/def2-TZVPD.

Results
Largest force on an atom ... 0.8 eV/Å
E_HOMO ... -3.42 eV
LUMO energy ... 5.45 eV
Charge ... -2
DFT total energy ... -32699.459 eV
2S+1 ... 1
Kohn-Sham gap ... 8.87 eV

Positions of all 45 atoms, in Å:
C  0.548  0.444  0.051
C  1.424  0.745  1.274
C  1.187  -0.234  2.427
O  -0.067  -0.052  3.072
N  1.336  0.419  -1.185
C  0.665  0.274  -2.437
O  1.348  -0.221  -3.360
O  -0.507  0.736  -2.523
H  -0.247  1.171  -0.072
H  0.027  -0.505  0.189
H  1.216  1.740  1.679
H  2.476  0.706  0.977
H  1.301  -1.263  2.064
H  1.928  -0.044  3.211
H  2.168  -0.148  -1.104
H  -1.910  -0.605  -1.610
H  -2.277  -0.918  -0.134
O  -2.300  -1.302  -1.049
H  1.748  -1.914  -3.023
H  1.015  -3.050  -2.267
O  1.839  -2.862  -2.747
H  -0.893  -0.146  2.456
H  -2.931  -0.380  2.029
O  -2.112  -0.384  1.522
H  1.711  2.468  -1.152
H  1.365  3.192  0.167
O  1.612  3.353  -0.748
H  -2.008  2.622  0.214
H  -2.186  1.375  1.198
O  -2.309  2.353  1.116
H  -1.057  2.144  -1.771
H  -0.393  3.416  -1.315
O  -1.279  3.022  -1.367
H  -0.589  -2.527  2.663
H  -1.628  -1.905  1.714
O  -1.252  -2.804  2.022
H  1.398  -2.578  -0.002
H  2.554  -2.675  -0.986
O  2.377  -2.476  -0.044
H  -0.408  1.958  3.383
H  -1.243  2.798  2.432
O  -0.638  2.885  3.209
H  -1.044  -2.472  -0.864
H  -0.635  -3.179  0.415
O  -0.384  -3.141  -0.540

Atom charges from the Mulliken analysis, given in e for atoms 1 to 6:
1. C 1.35
2. C -0.40
3. C -0.89
4. O -0.65
5. N -0.09
6. C 0.51

A molecular structure, C31H30Ge2NO2S6Sc. Source: the OMol25 dataset; level of theory: wB97M-V/def2-TZVPD.

Results
Largest force on an atom ... 0.6 eV/Å
E_HOMO (spin up / spin down) ... -4.10 / -4.60 eV
LUMO energy (spin up / spin down) ... 2.19 / 1.14 eV
Charge ... -1
DFT total energy ... -236970.296 eV
2S+1 ... 2
Kohn-Sham gap (spin up / spin down) ... 6.29 / 5.74 eV

Positions of all 73 atoms, in Å:
Sc  -0.128  0.255  -0.948
S  4.125  -5.927  -0.879
C  3.172  -4.571  -0.908
S  1.507  -4.559  -0.501
C  1.185  -2.866  -0.797
C  2.252  -2.129  -1.172
S  2.294  -0.405  -1.419
S  3.756  -3.008  -1.332
S  -0.425  -2.272  -0.486
O  -0.714  2.704  0.737
C  -0.853  2.737  -0.474
O  0.038  2.258  -1.311
C  -2.155  3.102  -1.130
C  -2.484  4.405  -1.474
C  -3.696  4.683  -2.092
C  -4.576  3.641  -2.356
C  -4.248  2.339  -2.007
C  -3.031  2.041  -1.389
S  -2.678  0.362  -0.940
H  -1.785  5.204  -1.255
H  -3.951  5.699  -2.362
H  -5.527  3.842  -2.835
H  -4.938  1.529  -2.211
C  -0.742  -0.258  -7.525
C  -0.612  -0.146  -6.033
C  0.147  0.854  -5.441
C  0.254  0.907  -4.063
N  -0.354  0.033  -3.263
C  -1.092  -0.929  -3.820
C  -1.240  -1.053  -5.187
H  -0.361  0.633  -8.023
H  -1.784  -0.397  -7.815
H  -0.181  -1.118  -7.896
H  0.657  1.594  -6.044
H  0.834  1.678  -3.574
H  -1.570  -1.613  -3.131
H  -1.849  -1.855  -5.585
C  -2.657  -1.852  2.287
Ge  -1.474  -0.467  2.998
C  -1.078  -0.917  4.885
C  -2.457  1.221  2.995
Ge  0.666  -0.373  1.814
C  1.702  -1.976  2.222
C  1.092  -3.121  2.734
C  1.828  -4.268  2.999
C  3.190  -4.297  2.735
C  3.812  -3.167  2.219
C  3.075  -2.015  1.977
C  1.760  1.151  2.434
C  1.501  1.702  3.690
C  2.262  2.756  4.182
C  3.298  3.280  3.421
C  3.563  2.746  2.168
C  2.799  1.693  1.678
H  -3.554  -1.883  2.912
H  -2.195  -2.840  2.280
H  -2.953  -1.600  1.269
H  -1.957  -1.374  5.349
H  -0.840  -0.009  5.444
H  -0.240  -1.608  4.978
H  -3.270  1.137  3.723
H  -2.870  1.414  2.007
H  -1.816  2.061  3.261
H  0.021  -3.136  2.911
H  1.330  -5.148  3.390
H  3.764  -5.200  2.905
H  4.870  -3.191  1.984
H  3.573  -1.142  1.566
H  0.695  1.314  4.303
H  2.042  3.168  5.160
H  3.892  4.102  3.802
H  4.366  3.151  1.562
H  3.013  1.293  0.695

Atom charges from the Mulliken analysis, given in e for atoms 1 to 6:
1. Sc 0.00
2. S -0.26
3. C 0.10
4. S -0.04
5. C 0.12
6. C 0.16

A molecular structure, C17H33BCaF4KN4NaO15S. Source: the OMol25 dataset; level of theory: wB97M-V/def2-TZVPD.

Results
Largest force on an atom ... 5.5 eV/Å
E_HOMO ... -3.92 eV
LUMO energy ... -2.36 eV
DFT total energy ... -116381.820 eV
2S+1 ... 1
Kohn-Sham gap ... 1.56 eV

Positions of all 78 atoms, in Å:
C  -3.774  -0.451  4.212
N  -2.586  -0.931  3.521
C  -2.712  -2.344  3.180
B  -2.243  -0.113  2.435
O  -3.178  0.572  1.664
C  -0.681  0.133  1.971
S  -0.368  -0.618  0.268
O  -1.633  -1.157  -0.162
O  0.056  0.435  -0.634
C  0.819  -2.153  0.224
F  0.200  -3.293  0.048
F  1.580  -2.266  1.302
F  1.655  -1.989  -0.865
C  0.445  0.165  3.046
O  0.581  1.583  3.465
C  -0.441  2.139  2.851
O  -1.025  3.078  3.344
O  -0.672  1.582  1.655
H  -4.682  -0.498  3.601
H  -3.931  -1.043  5.109
H  -3.607  0.580  4.523
H  -2.857  -2.925  4.086
H  -3.528  -2.523  2.475
H  -1.792  -2.702  2.720
H  -3.500  1.393  2.047
H  0.070  -0.360  4.030
H  1.475  -0.086  2.778
O  -1.834  4.012  0.347
H  -1.629  3.073  0.423
K  2.328  0.721  1.516
C  6.464  2.399  3.421
O  6.810  3.376  4.105
O  7.288  1.585  2.884
O  5.225  2.104  3.205
Na  2.421  -0.563  -2.369
C  6.622  -1.972  4.211
C  5.806  -1.410  5.366
O  6.206  -0.089  5.663
H  7.684  -1.950  4.456
H  6.332  -3.003  3.985
H  6.484  -1.362  3.316
H  5.957  -2.000  6.270
H  4.733  -1.424  5.124
H  6.073  0.459  4.877
C  -2.691  -0.219  -3.008
C  -4.047  -0.060  -3.661
N  -4.581  -1.343  -4.157
C  -3.925  -2.232  -4.975
C  -4.788  -3.244  -5.234
N  -5.963  -2.946  -4.584
C  -5.806  -1.795  -3.935
C  -7.191  -3.743  -4.609
H  -1.952  -0.613  -3.708
H  -2.333  0.745  -2.652
H  -2.745  -0.898  -2.161
H  -4.001  0.627  -4.506
H  -4.764  0.343  -2.948
H  -2.912  -2.052  -5.283
H  -4.697  -4.141  -5.818
H  -6.554  -1.305  -3.336
H  -8.000  -3.149  -5.027
H  -7.446  -4.054  -3.599
H  -7.032  -4.619  -5.228
Ca  -2.692  4.132  2.947
C  5.395  2.657  -5.983
C  4.858  1.359  -5.416
O  4.115  1.584  -4.213
H  6.033  3.153  -5.252
H  5.972  2.477  -6.890
H  4.579  3.342  -6.221
H  5.672  0.684  -5.159
H  4.214  0.859  -6.149
H  3.387  2.178  -4.429
N  0.962  5.739  0.085
O  1.097  5.149  1.184
O  1.450  5.235  -0.948
O  0.349  6.818  0.035
F  -0.515  -0.830  5.235

Atom charges from the Mulliken analysis, given in e for atoms 1 to 6:
1. C -1.06
2. N 0.03
3. C -0.99
4. B 0.24
5. O -0.58
6. C 0.48

The highest DFT total energy belongs to which entry? C3H5NO3